# 1
The following is a quantum chemistry calculation of a structure of composition C31H31B2N7Pt, from the OMol25 dataset.

## Properties
gap between HOMO and LUMO	7.83	eV
2S+1	1

Atoms and positions in Å:
1 H -1.692 -5.008 0.604
2 N 0.836 0.512 2.345
3 N 0.834 2.351 0.506
4 C 1.678 -3.979 -3.955
5 H 4.754 0.930 2.170
6 C 3.009 -3.713 -3.670
7 H -0.439 -0.801 5.034
8 H 0.196 -1.801 -1.849
9 C 2.755 -1.042 -1.047
10 H -3.855 -5.153 1.797
11 C 4.038 -0.640 -0.644
12 C 4.861 1.104 1.099
13 H -0.452 5.038 -0.802
14 H 4.984 -1.002 -1.005
15 H 1.083 1.359 5.595
16 C 2.355 -2.046 -2.044
17 C 1.021 -2.325 -2.344
18 B 1.691 1.424 1.416
19 C -3.186 2.013 -4.338
20 H -1.700 0.620 -5.017
21 N 0.096 1.841 -0.514
22 C -3.165 -4.350 2.021
23 H 4.755 2.175 0.923
24 Pt -0.102 -0.288 -0.294
25 H -5.133 0.969 -0.118
26 H -0.127 -3.167 1.104
27 H -0.361 -3.474 -3.499
28 C -2.617 -2.362 3.253
29 C -1.407 -2.267 2.575
30 C -1.954 -4.265 1.347
31 C -1.418 2.577 -2.266
32 C 3.342 -2.757 -2.725
33 C 0.710 0.512 3.689
34 H 3.793 -4.252 -4.185
35 H 1.416 -4.726 -4.694
36 C -0.503 -1.137 2.833
37 C -1.966 1.355 -4.268
38 C -3.493 -3.399 2.975
39 C 1.407 1.497 4.566
40 C -3.518 2.956 -3.378
41 C -3.228 -0.215 -0.227
42 H -0.127 1.128 -3.185
43 H -5.149 -0.849 0.751
44 H -2.887 -1.600 3.973
45 H -2.911 3.951 -1.577
46 H -3.879 1.784 -5.137
47 C 3.852 0.329 0.323
48 H -4.444 -3.451 3.488
49 C -0.147 4.044 -0.523
50 C 0.683 -3.281 -3.289
51 N -2.075 -0.228 -0.239
52 C -2.637 3.240 -2.347
53 H 4.385 -2.563 -2.513
54 H 1.180 2.522 4.272
55 C -1.077 -3.229 1.623
56 H 2.489 1.371 4.527
57 N 1.872 -0.334 -0.342
58 C 1.399 4.573 1.493
59 N 2.528 0.497 0.488
60 H 2.423 2.090 2.082
61 C -0.138 -0.520 4.039
62 N 0.098 -0.508 1.835
63 C -0.509 2.837 -1.140
64 C -1.083 1.635 -3.237
65 H -4.476 3.458 -3.420
66 H -5.159 -0.684 -1.256
67 H 2.482 4.538 1.365
68 H 5.862 0.803 0.799
69 H 1.175 4.277 2.518
70 H 1.072 5.602 1.356
71 B -4.804 -0.193 -0.206
72 C 0.704 3.696 0.507

Here are the Löwdin charges for atoms 1 to 6, given in e: number 1, H, carries 0.103; number 2, N, carries 0.037; number 3, N, carries 0.037; number 4, C, carries -0.081; number 5, H, carries 0.086; number 6, C, carries -0.075

***

# 2
The following is a quantum chemistry calculation of a structure of composition C31H31BF4I2N6O2V, from the OMol25 dataset.

## Properties
gap between HOMO and LUMO (spin up / spin down)	6.44 / 6.77	eV
2S+1	4
relative energy (zero: lowest compared OMol25 entry of this formula, charge and spin)	43.86	kJ/mol

Atoms and positions in Å:
1 C -3.479 -0.096 -1.159
2 H 5.043 3.635 0.818
3 F 1.899 1.418 -2.431
4 H 5.000 2.187 -0.191
5 C -1.161 -2.835 0.583
6 O -2.584 -0.302 -0.250
7 H -6.832 -0.697 -1.613
8 H -0.695 -3.321 -4.605
9 H 6.215 -0.054 2.606
10 C -1.704 -4.077 -1.456
11 O 2.023 0.782 2.061
12 C 3.200 1.076 1.845
13 C -1.264 4.095 0.826
14 N -0.938 1.443 -1.828
15 C -2.315 -5.092 -0.650
16 I -7.114 0.696 -4.383
17 C 4.900 2.553 0.836
18 C -5.576 0.340 -3.018
19 H -0.262 1.008 2.769
20 N -0.771 1.766 0.929
21 V -0.532 -0.124 -0.298
22 H 0.149 -1.336 -3.368
23 H 5.861 2.345 2.739
24 C -4.290 0.775 -3.287
25 C -0.807 -2.786 3.290
26 C -1.498 -3.832 2.738
27 H -1.532 4.950 0.219
28 C -0.341 -1.768 2.449
29 H -4.089 1.296 -4.216
30 H -0.530 3.137 3.979
31 H -2.765 -5.943 -1.147
32 N 3.559 2.293 1.329
33 H -1.888 -4.631 3.358
34 H -0.022 1.587 -2.250
35 H 2.811 -1.326 2.334
36 C -1.556 -4.200 -2.849
37 H 2.616 4.161 1.167
38 C -0.402 -2.112 -2.853
39 F 2.460 -0.788 -2.738
40 C -0.872 -3.237 -3.542
41 H 0.221 -0.930 2.843
42 N -0.538 -1.772 1.146
43 C -1.058 4.220 2.186
44 C -5.838 -0.336 -1.835
45 H 4.061 -1.331 3.596
46 C -1.671 -3.893 1.346
47 H -2.502 2.730 -1.353
48 C 5.609 0.418 1.827
49 B 2.454 0.260 -1.832
50 C -1.186 -2.925 -0.852
51 H -1.372 0.144 -3.386
52 C -4.808 -0.541 -0.941
53 H -1.016 3.564 -1.774
54 C 5.917 1.897 1.744
55 C -0.568 1.896 2.243
56 C -1.863 0.973 -2.876
57 H -1.955 -5.072 -3.352
58 H -2.740 -5.779 1.309
59 H 6.927 2.048 1.361
60 C 3.863 -1.152 2.535
61 C -1.121 2.848 0.230
62 N -0.592 -1.937 -1.562
63 F 3.707 0.528 -1.317
64 H -0.622 -2.725 4.353
65 N 4.211 0.199 2.148
66 F 1.580 -0.114 -0.726
67 C -0.708 3.094 2.914
68 H 2.584 3.167 -0.311
69 H 4.456 -1.861 1.951
70 C -2.301 -5.003 0.694
71 H 1.556 2.740 1.069
72 C -3.241 0.557 -2.402
73 C 2.521 3.143 0.781
74 H -1.164 5.182 2.671
75 H -1.997 1.758 -3.631
76 I -5.163 -1.600 0.821
77 H 5.856 -0.077 0.879
78 C -1.415 2.696 -1.239

Here are the Löwdin charges for atoms 1 to 6, given in e: number 1, C, carries -0.436; number 2, H, carries 0.123; number 3, F, carries 0.093; number 4, H, carries 0.120; number 5, C, carries -0.144; number 6, O, carries -0.238

***

# 3
The following is a quantum chemistry calculation of a structure of composition C31H31CoN3O6S2, from the OMol25 dataset.

## Properties
gap between HOMO and LUMO	8.57	eV
charge	+1
2S+1	1
relative energy (zero: lowest compared OMol25 entry of this formula, charge and spin)	0.00	kJ/mol

Atoms and positions in Å:
1 N 1.753 -1.685 -2.379
2 C 4.251 1.451 1.697
3 C -1.193 -1.331 -4.295
4 C -1.799 0.872 -5.034
5 C 2.202 0.661 2.608
6 C 1.409 4.004 1.570
7 H -0.886 -0.607 -6.291
8 H -4.439 -2.318 2.838
9 H -1.650 -3.044 4.511
10 H 1.512 0.525 3.425
11 H -0.523 3.096 1.596
12 C -0.855 2.511 -1.096
13 C -1.317 0.181 3.556
14 O 0.736 -2.488 4.992
15 C -2.110 -1.125 3.514
16 C -2.841 -3.703 2.176
17 C -3.707 -2.428 2.040
18 H -0.579 2.166 -2.092
19 H -3.525 1.290 -1.403
20 H -0.806 -2.316 -4.518
21 C 2.552 0.345 -2.113
22 H 1.430 3.297 -2.218
23 C 0.319 3.383 0.980
24 C -1.673 -1.043 -3.025
25 H -1.687 3.217 -1.183
26 H -2.925 -0.399 1.601
27 H 5.214 1.932 1.802
28 O 0.886 -1.723 2.920
29 O -1.508 -1.946 1.438
30 H -3.167 -0.367 -0.902
31 C -1.449 -3.117 2.335
32 H -2.899 -4.323 1.283
33 C 1.730 -1.450 -1.059
34 C 1.439 3.477 -1.148
35 S -1.536 1.116 -0.182
36 C 0.332 3.114 -0.386
37 H 0.282 -3.108 -2.811
38 C 1.344 -2.945 -2.980
39 C 3.851 0.957 0.469
40 C 0.212 -2.202 3.945
41 N 2.236 -0.207 -0.877
42 H -3.107 -4.315 3.035
43 H 1.392 4.207 2.633
44 H 1.548 -2.899 -4.046
45 C -1.269 -2.436 3.695
46 H -2.744 2.122 -3.578
47 H -0.627 -3.757 2.028
48 N 1.807 0.170 1.424
49 C 2.623 0.326 0.377
50 H 3.346 4.874 1.270
51 H -1.863 1.615 -5.817
52 C 3.410 1.303 2.781
53 H 1.906 -3.763 -2.536
54 C -2.291 1.157 -3.770
55 H -4.239 -2.408 1.090
56 C 2.506 4.374 0.805
57 H -1.646 -1.792 -2.242
58 H 2.924 1.349 -2.203
59 O -0.633 0.468 2.465
60 O -0.427 0.066 -0.213
61 H 3.676 1.671 3.761
62 H -2.894 -1.055 4.263
63 C -2.750 0.518 -1.387
64 O -1.380 0.926 4.503
65 H 3.369 4.411 -1.159
66 C -2.664 -1.323 2.107
67 C 2.522 4.112 -0.557
68 S 1.162 -2.492 0.148
69 Co 0.148 -0.882 1.433
70 C -2.226 0.206 -2.755
71 H 4.484 1.022 -0.403
72 H 2.320 -0.542 -4.114
73 C -1.248 -0.374 -5.298
74 C 2.250 -0.577 -3.042

Here are the Löwdin charges for atoms 1 to 6, given in e: number 1, N, carries -0.083; number 2, C, carries -0.023; number 3, C, carries -0.084; number 4, C, carries -0.061; number 5, C, carries -0.041; number 6, C, carries -0.060

***

# 4
The following is a quantum chemistry calculation of a structure of composition C31H31F17LaN3PS4 at a distorted geometry, from the OMol25 dataset.

## Properties
gap between HOMO and LUMO	3.81	eV
charge	+3
2S+1	1

Atoms and positions in Å:
1 H 3.601 -0.593 -0.330
2 H -0.989 1.314 -4.254
3 F -4.788 -1.981 3.222
4 H 1.470 2.781 5.110
5 S 0.335 0.677 -1.717
6 H -1.956 0.773 1.252
7 C 1.975 1.282 -3.795
8 S 1.189 -1.108 1.569
9 F -5.588 1.271 -0.381
10 F -2.725 -2.319 2.802
11 H 4.295 1.678 -6.260
12 C -3.260 -4.863 1.403
13 C 2.241 -1.766 -1.452
14 C 0.518 3.116 -2.970
15 C 0.105 2.459 -1.817
16 C -4.029 -1.650 0.968
17 C -0.077 0.495 3.672
18 F -4.619 -2.318 -0.016
19 C -4.603 -0.226 1.126
20 H 2.272 -0.094 4.751
21 C -3.961 -2.479 2.299
22 F -5.528 -4.177 1.711
23 C -2.211 -5.606 2.289
24 C 3.891 -0.024 -4.416
25 N 1.123 2.421 -4.061
26 H -1.113 5.102 -0.138
27 F -3.813 2.805 0.799
28 C -1.980 1.364 0.341
29 F -4.313 -4.463 3.434
30 C 1.700 0.524 2.085
31 H -0.635 0.201 2.785
32 H 6.122 -1.874 -3.217
33 C 3.069 1.083 -4.629
34 S -0.020 1.806 -5.125
35 H 1.689 1.544 6.329
36 N 4.720 -3.158 -4.726
37 H 3.225 1.071 3.875
38 H 3.456 -1.984 1.803
39 F -2.729 -1.454 0.563
40 C 3.645 -0.958 -3.408
41 F -4.091 0.413 2.187
42 H -1.436 3.261 1.139
43 C -0.505 3.137 -0.773
44 C -0.254 5.197 -2.061
45 F -1.246 -6.015 1.451
46 H -0.595 2.535 4.050
47 C -0.974 2.502 0.511
48 F -2.603 -4.186 0.438
49 H -1.973 1.438 4.076
50 C 1.730 0.367 -2.759
51 C 2.674 -2.015 1.048
52 C 2.545 -0.767 -2.554
53 H 4.046 -2.756 -5.364
54 C -0.669 4.514 -0.929
55 F -1.641 -4.819 3.188
56 F -3.954 -5.826 0.784
57 H 4.503 -3.247 -2.308
58 H 4.146 -2.234 -0.467
59 H 1.232 -1.593 -1.068
60 F -3.290 2.397 -1.253
61 C 3.411 2.047 -5.747
62 F -5.913 -0.372 1.332
63 H 2.353 -3.057 0.999
64 H 2.212 -2.774 -1.879
65 H 2.610 2.018 -6.490
66 La -0.029 -0.602 -3.988
67 F -4.098 -0.007 -1.268
68 H 3.593 3.053 -5.380
69 C 2.138 1.993 5.446
70 C -4.414 0.683 -0.145
71 H -0.386 6.267 -2.109
72 H 0.098 -0.369 4.314
73 H 4.753 -0.169 -5.056
74 H -1.718 0.659 -0.447
75 F -2.710 -6.674 2.855
76 S 2.689 1.415 1.117
77 C 2.256 0.921 4.345
78 P 4.812 -2.376 -3.364
79 H -0.867 1.473 5.469
80 C -4.299 -3.989 2.171
81 N 1.235 1.065 3.269
82 H -0.090 2.181 1.068
83 H 0.638 4.984 -3.994
84 C 3.256 -1.625 -0.309
85 C -0.938 1.560 4.390
86 C -3.379 1.828 0.007
87 C 0.326 4.475 -3.091
88 H 3.109 2.415 5.676

Here are the Löwdin charges for atoms 1 to 6, given in e: number 1, H, carries 0.056; number 2, H, carries -0.115; number 3, F, carries 0.189; number 4, H, carries 0.070; number 5, S, carries 1.023; number 6, H, carries 0.107

***

# 5
The following is a quantum chemistry calculation of a cluster of 2 separate species, C31H31F2N3O2S in total at a distorted geometry, from the OMol25 dataset.

## Properties
gap between HOMO and LUMO	5.31	eV
2S+1	1

Atoms and positions in Å:
1 C -1.034 -4.539 0.483
2 C -0.999 -4.088 -0.938
3 N -0.668 2.448 0.520
4 H -2.777 3.933 -2.491
5 H 0.928 0.464 -1.703
6 H -0.985 -6.988 2.815
7 C 3.592 3.915 -0.567
8 C 3.810 2.443 -0.403
9 H -1.603 4.422 -1.258
10 F 0.593 -2.748 -3.979
11 C -2.727 1.409 1.296
12 C -0.696 -2.364 -3.699
13 H -1.116 -5.007 4.308
14 C -3.950 2.064 -1.141
15 C -0.050 3.209 1.492
16 H -0.621 3.796 2.193
17 C 2.783 1.578 0.008
18 H 1.144 -0.798 0.148
19 H 2.458 -1.711 0.890
20 H 7.373 0.152 0.075
21 C -1.025 -5.835 0.987
22 H 5.878 2.581 -0.991
23 C -1.097 -4.863 3.229
24 C 6.709 -0.022 -0.784
25 H -1.736 2.010 3.116
26 C -1.027 -5.988 2.380
27 H 1.680 -0.383 1.778
28 C 0.057 0.942 -1.263
29 H 4.498 -1.366 0.004
30 H 4.243 4.276 -1.373
31 C 0.297 1.750 -0.179
32 H -2.892 0.675 3.275
33 C 5.077 1.910 -0.671
34 C -1.079 -3.431 1.317
35 H 2.107 3.536 1.862
36 H -1.243 3.074 -2.375
37 C -2.029 3.558 -1.783
38 C -1.068 -2.216 0.473
39 S -0.820 -1.455 -2.146
40 F -1.101 -1.437 -4.652
41 C -3.924 0.803 0.907
42 C -5.835 0.429 -0.661
43 H 3.867 4.477 0.341
44 H -1.331 0.363 2.529
45 H -1.239 -2.668 3.308
46 H -5.666 -0.617 -0.953
47 H -1.362 -3.237 -3.699
48 H 7.177 0.434 -1.664
49 C -2.697 2.606 -0.838
50 H -6.342 0.935 -1.491
51 H -1.024 -6.673 0.293
52 C 4.308 -0.296 -0.117
53 O -1.068 -1.022 0.791
54 C -2.124 1.113 2.626
55 C -2.071 2.214 0.354
56 O -0.971 -4.748 -1.965
57 H -0.954 0.991 -1.660
58 C 2.025 -0.708 0.785
59 N -1.015 -2.674 -0.840
60 C 5.340 0.542 -0.538
61 C 3.043 0.208 0.194
62 H -4.371 0.063 1.573
63 N 1.510 2.127 0.354
64 H -6.511 0.406 0.204
65 H 6.648 -1.106 -0.936
66 C 1.285 3.060 1.352
67 H -4.444 2.358 -2.072
68 C -4.548 1.118 -0.301
69 C -1.145 -3.567 2.701
70 H 2.559 4.163 -0.828

Here are the Löwdin charges for atoms 1 to 6, given in e: number 1, C, carries -0.089; number 2, C, carries -0.348; number 3, N, carries 0.022; number 4, H, carries 0.078; number 5, H, carries 0.039; number 6, H, carries 0.109

***

# 6
The following is a quantum chemistry calculation of a structure of composition C31H31FN2O5PRuS2, from the OMol25 dataset.

## Properties
gap between HOMO and LUMO (spin up / spin down)	7.60 / 6.56	eV
2S+1	6

Atoms and positions in Å:
1 C 4.401 -0.349 0.243
2 C 2.946 -0.631 0.434
3 H -1.277 7.195 0.320
4 C 1.279 -2.921 3.634
5 C -1.891 6.923 -1.714
6 H 2.248 8.313 -0.076
7 P -1.011 -3.236 -0.776
8 H 8.134 0.509 -0.292
9 C 1.299 3.905 0.428
10 O 0.679 1.663 0.668
11 C 3.430 4.667 1.144
12 H 4.882 -0.422 2.333
13 C 2.579 3.629 0.926
14 O -1.680 -4.639 -0.445
15 H 0.815 -3.540 4.391
16 O -3.016 2.412 -1.022
17 C 6.603 0.051 1.139
18 C 3.056 5.987 0.905
19 H -3.243 -1.628 -3.841
20 N -0.351 5.461 -0.400
21 Ru 0.045 -0.412 -0.210
22 C -1.859 2.076 -0.847
23 C 1.806 6.278 0.413
24 F 4.670 4.432 1.609
25 H 4.212 -0.198 -1.880
26 O -1.670 -2.979 -2.210
27 H 2.919 -4.271 3.303
28 C 2.461 -1.350 1.658
29 H -2.259 -2.786 -4.755
30 C 0.369 2.794 0.237
31 C 0.346 7.745 -0.949
32 H -2.129 4.622 -1.080
33 H 6.609 0.344 -2.235
34 C -0.836 6.852 -0.621
35 H -1.221 -6.334 1.539
36 H -0.206 -1.381 3.757
37 H 0.028 -7.291 0.718
38 C 0.704 -1.716 3.277
39 C 7.088 0.268 -0.142
40 C 4.894 -0.126 -1.042
41 C 1.289 -0.933 2.289
42 S 0.946 -3.229 -0.904
43 H -1.554 6.407 -2.615
44 C 2.461 -3.331 3.022
45 C 6.231 0.178 -1.234
46 C -2.241 -1.839 -4.214
47 H -0.021 8.761 -1.092
48 S -1.797 -1.947 0.542
49 H -2.850 6.506 -1.411
50 H 0.914 0.068 2.109
51 C 3.050 -2.550 2.042
52 C 5.263 -0.260 1.331
53 H 0.791 7.415 -1.893
54 H 3.951 -2.888 1.542
55 N 2.095 -0.344 -0.457
56 H -1.948 -1.045 -4.903
57 H -1.281 -0.964 -2.527
58 H 2.866 2.603 1.118
59 H 3.764 6.782 1.107
60 H -0.242 -2.101 -3.410
61 H 0.331 -5.586 1.112
62 C -1.158 4.416 -0.655
63 C -0.429 -6.300 0.790
64 C -1.260 -1.909 -3.070
65 O -1.366 0.906 -1.089
66 H 7.267 0.123 1.990
67 H 0.940 8.112 1.078
68 C -0.988 -5.897 -0.554
69 C 0.915 5.220 0.145
70 H -0.198 -5.818 -1.301
71 C 1.380 7.699 0.163
72 C -0.854 3.111 -0.410
73 H -1.733 -6.605 -0.910
74 H -2.056 7.971 -1.961

Here are the Löwdin charges for atoms 1 to 6, given in e: number 1, C, carries -0.177; number 2, C, carries -0.358; number 3, H, carries 0.158; number 4, C, carries -0.076; number 5, C, carries -0.046; number 6, H, carries 0.121